{"formula": "C32H69BrO4SSi5SnTe", "method": "the ωB97M-V functional and the def2-TZVPD basis", "total_charge": 2, "e_lumo_ev": -6.36, "gap_ev": 7.12, "e_homo_ev": -13.48, "species": ["Te", "Sn", "Br", "S", "Si", "Si", "Si", "Si", "Si", "O", "O", "O", "O", "C", "C", "C", "C", "C", "C", "C", "C", "C", "C", "C", "C", "C", "C", "C", "C", "C", "C", "C", "C", "C", "C", "C", "C", "C", "C", "C", "C", "C", "C", "C", "C", "H", "H", "H", "H", "H", "H", "H", "H", "H", "H", "H", "H", "H", "H", "H", "H", "H", "H", "H", "H", "H", "H", "H", "H", "H", "H", "H", "H", "H", "H", "H", "H", "H", "H", "H", "H", "H", "H", "H", "H", "H", "H", "H", "H", "H", "H", "H", "H", "H", "H", "H", "H", "H", "H", "H", "H", "H", "H", "H", "H", "H", "H", "H", "H", "H", "H", "H", "H", "H"], "xyz": [[-1.575, 1.022, 0.598], [-0.703, -0.542, -1.839], [1.893, 0.281, -0.423], [-3.717, -0.543, -0.955], [-0.163, 1.486, 3.971], [-1.366, -0.233, 2.837], [4.039, -0.133, -1.425], [-0.219, -2.297, 2.610], [-3.631, -0.279, 3.603], [-3.236, -1.797, -0.451], [-0.701, 1.458, -2.873], [-2.979, -0.095, -2.159], [-3.526, 0.585, 0.093], [3.601, -0.469, -3.256], [-4.502, 1.327, 3.218], [-0.134, 2.752, -2.484], [-4.544, -1.723, 2.851], [-1.032, 2.983, -4.667], [2.961, -1.850, -3.453], [0.358, 0.761, 5.611], [4.534, 2.627, -2.036], [6.455, 1.263, -1.209], [0.146, 3.436, -3.803], [1.324, 1.989, 2.945], [-3.427, -0.502, 5.448], [5.885, -2.232, -1.200], [1.576, -2.017, 3.052], [4.676, -1.638, -0.449], [-1.270, 2.968, 4.235], [-1.264, 1.544, -4.232], [-9.620, -0.656, -1.947], [-8.145, -0.614, -1.684], [3.621, -2.741, -0.262], [-0.344, -2.946, 0.858], [-5.418, -0.555, -1.244], [5.143, -1.229, 0.957], [-7.480, -1.744, -1.207], [2.619, 0.552, -3.845], [-6.049, 0.591, -1.719], [4.669, 2.038, 0.354], [4.939, 1.508, -1.064], [4.901, -0.415, -4.086], [-1.019, -3.456, 3.836], [-6.116, -1.729, -0.981], [-7.410, 0.549, -1.934], [-3.950, 2.199, 3.567], [4.089, -3.573, 0.271], [6.733, 0.877, -2.190], [4.826, 2.424, -3.065], [2.681, -1.961, -4.505], [-4.703, 1.444, 2.153], [3.231, -3.136, -1.197], [1.909, 2.735, 3.488], [4.673, -0.699, -5.117], [-4.070, -2.676, 3.086], [-1.368, -2.966, 0.486], [-5.559, -1.749, 3.258], [-1.700, 3.354, 3.309], [-0.985, -3.047, 4.848], [3.635, -2.668, -3.212], [6.838, 0.578, -0.452], [-9.810, -1.086, -2.933], [3.627, 2.333, 0.486], [5.043, 3.546, -1.735], [-5.600, -2.604, -0.613], [5.333, 0.584, -4.114], [5.663, -1.106, -3.723], [0.197, 4.518, -3.693], [-8.040, -2.649, -1.010], [0.049, -3.966, 0.822], [6.976, 2.215, -1.076], [2.132, -2.951, 2.923], [4.925, 1.329, 1.139], [-2.314, 1.269, -4.169], [2.783, -2.398, 0.345], [3.460, 2.827, -2.006], [-0.726, 0.821, -4.847], [-7.920, 1.431, -2.299], [-0.479, -4.406, 3.851], [1.641, 0.498, -3.359], [5.454, -2.128, 1.495], [-0.678, 3.771, 4.681], [-1.915, 3.590, -4.465], [0.285, -2.346, 0.193], [5.997, -0.553, 0.938], [2.034, -1.265, 2.408], [-2.086, 2.745, 4.924], [-2.854, -1.397, 5.695], [6.320, -3.024, -0.586], [2.471, 0.324, -4.905], [1.049, -0.077, 5.506], [-5.487, 1.496, -1.912], [1.089, 3.086, -4.221], [4.345, -0.760, 1.538], [1.981, 1.145, 2.723], [-0.888, 3.283, -1.900], [-10.133, -1.279, -1.215], [-2.060, -3.669, 3.588], [2.053, -1.973, -2.855], [5.604, -2.681, -2.152], [0.864, 1.534, 6.196], [6.672, -1.498, -1.386], [-4.616, -1.641, 1.767], [5.282, 2.929, 0.507], [2.968, 1.578, -3.773], [-0.818, 3.045, -5.732], [1.702, -1.702, 4.089], [-5.466, 1.323, 3.735], [-2.939, 0.358, 5.910], [1.030, 2.447, 1.995], [-0.502, 0.422, 6.190], [-10.058, 0.340, -1.928], [0.743, 2.555, -1.871], [-4.413, -0.605, 5.908]]}

---

{"formula": "C32H70Br3F6N2O7Zr", "method": "the ωB97M-V functional and the def2-TZVPD basis", "total_charge": 1, "e_lumo_ev": -7.73, "gap_ev": 1.58, "e_homo_ev": -9.31, "species": ["Zr", "Br", "Br", "Br", "F", "F", "F", "F", "F", "F", "O", "O", "O", "O", "O", "O", "O", "N", "N", "C", "C", "C", "C", "C", "C", "C", "C", "C", "C", "C", "C", "C", "C", "C", "C", "C", "C", "C", "C", "C", "C", "C", "C", "C", "C", "C", "C", "C", "C", "C", "C", "H", "H", "H", "H", "H", "H", "H", "H", "H", "H", "H", "H", "H", "H", "H", "H", "H", "H", "H", "H", "H", "H", "H", "H", "H", "H", "H", "H", "H", "H", "H", "H", "H", "H", "H", "H", "H", "H", "H", "H", "H", "H", "H", "H", "H", "H", "H", "H", "H", "H", "H", "H", "H", "H", "H", "H", "H", "H", "H", "H", "H", "H", "H", "H", "H", "H", "H", "H", "H", "H"], "xyz": [[-0.301, -5.872, -5.265], [-2.122, 7.272, -2.607], [-5.169, 6.308, -3.243], [-4.609, 9.501, -2.379], [-0.832, -3.755, 7.237], [-4.094, -0.568, -1.968], [-2.567, -1.015, -0.593], [-1.097, -1.733, 6.997], [-2.948, 1.080, -1.158], [-2.750, -2.874, 7.282], [9.424, -6.790, -0.898], [-7.204, -6.508, -0.099], [-0.488, -3.350, 4.382], [-1.566, -1.730, -3.266], [-0.383, -0.005, -2.245], [-2.524, -4.135, 4.574], [5.774, -3.469, -6.932], [6.505, -5.797, -1.682], [3.282, -3.110, -5.846], [7.200, -3.442, -7.211], [1.931, 4.416, 4.133], [10.467, -5.924, -1.308], [5.470, 5.741, 2.942], [8.418, -6.197, -0.097], [2.947, 4.960, 3.127], [-1.593, -2.877, 6.607], [-2.844, -0.183, -1.632], [-8.569, 5.251, 1.763], [5.045, -2.223, -7.139], [-1.744, -0.471, -2.669], [0.412, -2.241, 4.024], [3.560, -2.369, -7.053], [-1.736, -3.095, 5.052], [-9.390, 2.195, 3.324], [-9.510, -5.779, 0.125], [7.509, -5.182, -0.806], [8.055, 6.236, 3.024], [1.371, -1.889, 5.156], [-4.025, 7.609, -2.211], [1.514, 1.524, -1.814], [2.874, -1.051, -7.050], [-9.845, 3.134, 0.995], [-0.032, 1.389, -1.945], [-8.987, 2.153, 1.867], [6.660, 6.434, 3.637], [4.168, 5.640, 3.786], [-8.355, -5.638, -2.041], [-9.946, 4.607, 1.309], [6.784, -4.401, 0.294], [-8.170, -5.597, -0.572], [-8.431, 6.756, 1.414], [-7.467, 7.163, 1.721], [-1.919, 0.271, -3.448], [3.274, -2.928, -7.944], [-4.146, 7.286, -1.177], [10.955, -5.477, -0.442], [4.379, 5.184, 4.753], [-0.454, 1.750, -1.007], [-9.261, 7.296, 1.869], [5.882, 4.814, 2.543], [7.290, -3.416, -8.297], [3.115, -0.394, -7.885], [7.858, -7.071, 0.238], [2.386, 5.672, 2.521], [8.309, 6.648, 2.047], [7.399, -3.874, 1.023], [-2.148, -2.177, 4.631], [7.704, -2.599, -6.737], [5.393, -1.537, -6.367], [11.169, -6.396, -1.995], [8.781, 6.833, 3.576], [-10.846, 2.711, 0.900], [-8.925, -4.770, -2.373], [1.155, -0.959, 5.681], [3.411, -2.500, -5.051], [8.863, -5.751, 0.792], [-8.453, 5.228, 2.846], [-7.745, 4.730, 1.275], [5.263, -1.841, -8.136], [-9.860, -6.808, 0.040], [2.022, 0.989, -1.011], [6.457, 7.498, 3.756], [7.997, -4.435, -1.432], [-0.421, 2.060, -2.710], [-7.966, -4.568, -0.276], [4.204, -3.471, -6.048], [-8.550, 6.902, 0.340], [2.091, 1.408, -2.732], [-0.010, -1.327, 3.606], [6.259, -5.092, 0.953], [6.698, 5.988, 4.631], [-9.420, 3.140, -0.009], [3.282, 4.163, 2.463], [1.328, 3.638, 3.665], [1.290, 5.249, 4.422], [1.043, -2.570, 3.198], [1.819, 2.560, -1.668], [1.537, -2.711, 5.853], [-8.810, 1.499, 3.931], [10.089, -5.106, -1.921], [3.804, 6.651, 3.973], [-10.429, 1.887, 3.442], [6.976, -6.418, -2.324], [7.623, -4.297, -6.684], [3.088, -0.420, -6.188], [-10.244, 5.070, 0.368], [-7.420, -5.585, -2.599], [8.344, 5.190, 3.127], [5.398, 6.306, 2.012], [2.278, 3.976, 5.068], [-8.839, -6.543, -2.409], [-10.726, 4.840, 2.034], [-9.440, -5.497, 1.175], [6.174, -3.609, -0.142], [2.315, -1.688, 4.650], [-9.214, 3.154, 3.811], [-7.953, 2.483, 1.767], [-10.316, -5.077, -0.091], [1.794, -1.015, -7.190], [5.919, -6.412, -1.134], [-8.975, 1.167, 1.402]]}

---

{"formula": "C32H70Cl9N10O14", "method": "the ωB97M-V functional and the def2-TZVPD basis", "total_charge": -1, "e_lumo_ev": 1.72, "gap_ev": 8.90, "e_homo_ev": -7.17, "species": ["Cl", "Cl", "Cl", "Cl", "Cl", "Cl", "Cl", "Cl", "Cl", "O", "O", "O", "O", "O", "O", "O", "O", "O", "O", "O", "O", "O", "O", "N", "N", "N", "N", "N", "N", "N", "N", "N", "N", "C", "C", "C", "C", "C", "C", "C", "C", "C", "C", "C", "C", "C", "C", "C", "C", "C", "C", "C", "C", "C", "C", "C", "C", "C", "C", "C", "C", "C", "C", "C", "C", "H", "H", "H", "H", "H", "H", "H", "H", "H", "H", "H", "H", "H", "H", "H", "H", "H", "H", "H", "H", "H", "H", "H", "H", "H", "H", "H", "H", "H", "H", "H", "H", "H", "H", "H", "H", "H", "H", "H", "H", "H", "H", "H", "H", "H", "H", "H", "H", "H", "H", "H", "H", "H", "H", "H", "H", "H", "H", "H", "H", "H", "H", "H", "H", "H", "H", "H", "H", "H", "H"], "xyz": [[-0.912, -0.666, -8.147], [2.788, -3.654, -4.800], [-0.806, 0.340, -5.352], [1.568, -0.394, -6.754], [3.109, -5.507, -2.771], [-0.438, -0.180, -1.174], [0.683, -5.617, -4.289], [1.068, -3.481, -2.387], [-0.398, -2.418, -6.031], [-1.401, -0.818, 5.554], [0.565, 0.225, -2.134], [-0.307, -5.120, 1.517], [-4.802, 4.129, -4.535], [6.223, -5.097, 1.662], [-1.661, -0.597, -1.766], [0.657, 5.885, 4.153], [2.862, 4.197, -0.241], [4.922, 1.105, -2.937], [-5.565, -2.481, -3.774], [3.908, 0.975, 3.303], [0.045, -1.278, -0.398], [-6.695, -1.485, 2.696], [-0.674, 0.938, -0.270], [-3.952, -3.922, -2.867], [2.871, 2.728, 4.316], [-1.975, -3.576, 1.972], [-0.109, 5.242, 2.055], [0.186, -1.444, 3.967], [3.297, 2.642, -3.295], [4.127, -4.096, 1.836], [-2.765, 3.889, -3.538], [3.724, 2.139, 0.063], [-5.985, -1.047, 0.599], [-5.356, -0.149, -0.330], [4.913, 2.680, 0.678], [-0.948, -4.092, 1.248], [1.851, -4.549, -3.542], [2.063, 3.081, 3.164], [2.624, 3.530, 5.498], [0.827, -2.448, 4.783], [-2.111, 3.311, -2.327], [0.711, 6.057, 1.192], [-0.942, -0.754, 4.440], [2.757, 2.985, -0.328], [2.788, -4.124, 1.332], [-0.059, 5.203, 3.399], [-1.902, 4.267, -4.637], [5.085, -4.881, 1.249], [1.979, 2.798, -3.876], [-2.734, -2.456, 1.506], [3.768, 1.441, -3.114], [-0.134, -0.770, -6.576], [-2.574, -4.126, -2.731], [3.790, 1.753, 4.226], [-2.263, -4.205, 3.263], [4.217, 3.740, -3.344], [-4.896, -4.961, -2.593], [-6.194, -2.410, 0.116], [-4.095, 3.862, -3.597], [-4.420, -2.821, -3.497], [-6.247, -0.696, 1.899], [4.338, -3.289, 2.976], [3.525, 0.653, -0.117], [-0.917, 4.387, 1.226], [0.553, -1.286, 2.618], [1.352, 1.947, -3.682], [-5.893, -4.720, -2.870], [1.915, -2.147, 4.839], [2.040, -4.490, 2.106], [0.811, -3.479, 4.419], [-0.752, 4.420, 3.820], [5.403, -3.370, 3.203], [-2.860, -1.706, 2.272], [4.865, 3.638, -4.181], [-0.598, -3.559, 0.325], [-2.475, 4.936, -5.319], [-4.909, -5.272, -1.550], [-5.315, 0.770, 0.165], [4.416, 1.637, 5.151], [-4.471, 3.652, -2.603], [-1.587, 4.034, -1.696], [5.807, 2.726, 0.014], [2.637, -4.886, 0.568], [2.487, 2.585, 2.292], [-1.850, -5.155, 3.370], [1.562, -0.820, 2.528], [-2.234, -5.041, -3.251], [-1.627, 4.962, 0.626], [3.103, 0.306, 0.793], [2.938, 0.642, -3.065], [1.199, 5.378, 0.519], [-1.432, -0.032, 3.690], [-6.238, 0.353, 2.056], [-4.319, -0.444, -0.519], [-0.259, 3.757, 0.581], [1.953, 4.208, 3.009], [-2.034, -3.335, -3.215], [0.090, 6.756, 0.641], [3.632, 4.650, -3.291], [4.772, 3.671, 1.127], [-2.191, -4.205, -1.655], [2.787, 0.427, -0.841], [-3.560, -2.169, -3.726], [-7.085, -2.746, 0.610], [1.432, 3.743, -3.541], [-0.959, 4.723, -4.390], [0.630, -2.233, 2.094], [0.438, -2.396, 5.799], [1.978, 2.827, -4.984], [1.363, 6.626, 1.818], [3.134, 4.496, 5.461], [5.198, 1.930, 1.491], [-2.363, -2.091, 0.581], [4.783, 3.719, -2.374], [-3.821, -2.733, 1.341], [-1.423, 3.723, 1.948], [1.040, 2.652, 3.359], [1.872, 2.503, -0.628], [-2.003, -3.645, 4.093], [3.679, -3.588, 3.806], [4.484, 0.226, -0.322], [4.848, -5.307, 0.259], [2.476, -3.141, 1.068], [1.536, 3.644, 5.640], [-4.620, -5.845, -3.190], [-5.805, -0.185, -1.287], [-2.854, 2.764, -1.779], [-5.346, -3.066, 0.341], [-6.338, -2.430, -0.958], [-1.408, 2.600, -2.680], [3.045, 3.143, 6.392], [-3.371, -4.287, 3.353], [4.019, -2.253, 2.649], [-0.218, -0.663, 2.145], [-1.661, 3.380, -5.203]]}

---

{"formula": "C32H73ClINO13P", "method": "the ωB97M-V functional and the def2-TZVPD basis", "total_charge": -1, "e_lumo_ev": 2.34, "gap_ev": 7.32, "e_homo_ev": -4.98, "species": ["I", "Cl", "P", "O", "O", "O", "O", "O", "O", "O", "O", "O", "O", "O", "O", "O", "N", "C", "C", "C", "C", "C", "C", "C", "C", "C", "C", "C", "C", "C", "C", "C", "C", "C", "C", "C", "C", "C", "C", "C", "C", "C", "C", "C", "C", "C", "C", "C", "C", "H", "H", "H", "H", "H", "H", "H", "H", "H", "H", "H", "H", "H", "H", "H", "H", "H", "H", "H", "H", "H", "H", "H", "H", "H", "H", "H", "H", "H", "H", "H", "H", "H", "H", "H", "H", "H", "H", "H", "H", "H", "H", "H", "H", "H", "H", "H", "H", "H", "H", "H", "H", "H", "H", "H", "H", "H", "H", "H", "H", "H", "H", "H", "H", "H", "H", "H", "H", "H", "H", "H", "H", "H"], "xyz": [[1.360, -2.507, -2.112], [0.783, 2.419, 2.478], [0.312, -0.594, -0.615], [-4.471, 0.664, 3.860], [-9.100, 2.539, -3.149], [2.532, -1.557, 8.276], [3.187, 0.503, 1.304], [4.561, -2.666, 3.299], [4.216, -5.439, -1.661], [-4.359, 1.056, -5.353], [1.735, -0.841, 0.348], [4.370, 1.813, -2.416], [1.128, 0.603, -1.545], [-1.871, -1.762, 0.678], [-3.254, -1.096, 2.328], [0.190, -0.080, 2.743], [-5.826, 2.194, -0.404], [-4.225, 1.700, -2.273], [-4.657, -0.689, 4.245], [4.220, -1.490, 4.021], [-4.850, 2.774, -1.344], [-1.046, -0.526, -1.935], [5.636, -2.424, 2.407], [-4.037, 2.337, -5.882], [-0.442, 0.725, 0.540], [0.129, 0.786, 1.949], [1.568, -1.038, 7.360], [-4.319, -1.644, 3.070], [3.176, 3.972, -2.608], [-3.200, 0.854, -1.428], [-1.790, 0.836, -2.111], [-9.387, 1.172, -2.872], [3.939, -2.382, 0.470], [4.448, 3.659, 2.683], [4.941, -5.243, -3.965], [5.330, -2.865, 0.965], [2.859, -0.082, 0.015], [3.241, 0.923, -2.435], [3.939, 1.695, 1.182], [4.154, 2.934, -3.239], [4.540, 2.110, 2.552], [-0.479, -2.016, 0.421], [2.452, 0.922, -1.103], [-4.077, 2.328, -7.400], [0.159, -1.309, 7.854], [-2.251, -2.039, 1.986], [5.170, -4.830, -2.523], [4.087, -1.007, -0.238], [-9.578, 0.952, -1.385], [-4.993, 1.039, -2.687], [-3.711, 0.429, -5.690], [6.179, -5.111, -2.196], [-0.566, -0.740, -2.893], [3.413, 3.994, 2.547], [-3.161, 1.321, -0.436], [3.696, -1.770, 4.944], [4.274, -1.198, -1.303], [-3.996, 3.229, -0.809], [-2.011, 0.932, -3.190], [-1.532, 0.673, 0.644], [-5.219, -1.647, 2.426], [5.113, 3.461, -3.361], [0.007, -0.857, 8.835], [-1.813, -1.305, -1.818], [5.008, -0.547, 0.153], [-3.043, 2.630, -5.525], [-8.567, 0.554, -3.252], [0.113, -2.222, 1.323], [-5.511, 1.282, -0.087], [6.494, -3.028, 2.764], [-5.348, 3.561, -1.931], [-3.533, 0.829, 3.754], [1.743, 0.033, 7.270], [5.106, -0.913, 4.328], [5.664, -4.767, -4.630], [-9.805, -0.094, -1.166], [-3.841, 3.314, -7.805], [-0.225, 1.701, 0.085], [-0.426, -2.934, -0.175], [3.935, -4.965, -4.282], [-4.156, -2.673, 3.412], [-3.361, 1.606, -7.800], [5.062, -3.751, -2.415], [-3.546, -0.183, -1.375], [-5.066, 2.031, -7.752], [3.222, 3.870, -1.519], [2.349, 1.982, -0.839], [-0.011, -2.383, 7.963], [-4.011, -0.872, 5.118], [-0.582, -0.907, 7.162], [3.593, -0.836, 3.394], [5.107, 4.099, 1.923], [3.852, 2.649, -4.261], [-1.430, -1.956, 2.713], [-2.625, -3.083, 2.016], [-8.674, 1.236, -0.840], [-4.765, 3.043, -5.485], [3.933, 1.702, 3.371], [2.143, 3.853, -2.953], [-10.391, 1.574, -1.005], [5.578, 1.763, 2.595], [5.027, -6.328, -4.075], [4.697, 1.682, 0.382], [6.143, -2.462, 0.334], [5.990, -1.381, 2.432], [2.537, 1.313, -3.186], [3.527, 4.972, -2.900], [3.278, -2.358, 1.338], [-8.293, 2.763, -2.674], [4.310, -6.391, -1.742], [3.507, -0.083, -2.784], [-3.664, 2.229, -3.050], [5.410, -3.958, 0.874], [3.235, 2.507, 0.921], [2.385, -2.504, 8.346], [-5.802, 2.789, 0.416], [4.774, 3.966, 3.687], [-10.294, 0.911, -3.420], [-1.198, 1.719, -1.849], [3.600, -3.107, -0.274], [-5.706, -0.769, 4.549], [1.729, -1.497, 6.380]]}